Record 1
Formula: C4H6N3
Source: the OMol25 dataset
Level of theory: the ωB97M-V functional and the def2-TZVPD basis

The geometry in ORCA input format:
```
! RIJCOSX wB97M-V def2-TZVPD def2/J DEFGRID3
* xyz 1 1
C -1.419 -1.200 0.203
C 0.318 0.842 0.563
C -0.784 1.397 -0.420
C 0.691 -0.232 -0.281
N -2.276 -0.221 0.292
N -1.936 0.931 -0.240
N -0.125 -1.264 -0.360
H -1.709 -2.245 0.449
H 1.119 1.653 0.724
H -0.066 0.332 1.385
H -0.360 2.163 -1.046
H 1.490 -0.318 -0.907
H 0.287 -2.052 -0.826
*
```

Computed properties:
Largest force on an atom, Eh/bohr: 0.0709
SMILES: C1=NN=C[NH+]=CC1
Energy above the lowest of the compared OMol25 structures with the same formula, charge and spin, kcal per mole: 75.1
Gap between HOMO and LUMO (alpha / beta), Eh: 0.3462 / 0.3462

---

Record 2
Formula: C33H33F5N4O2PtS3
Source: the OMol25 dataset
Level of theory: the ωB97M-V functional and the def2-TZVPD basis

The geometry in ORCA input format:
```
! RIJCOSX wB97M-V def2-TZVPD def2/J DEFGRID3
* xyz 0 1
Pt 0.353 0.618 -0.110
C 2.387 5.408 -0.051
C 1.696 4.252 -0.734
O 2.142 3.118 -0.683
N 0.562 4.542 -1.397
C -0.296 3.451 -1.837
C -1.238 3.087 -0.716
C -2.581 3.418 -0.769
C -3.383 3.179 0.334
C -2.793 2.646 1.473
C -1.452 2.322 1.436
N -0.680 2.516 0.363
H 3.421 5.144 0.153
H 1.886 5.588 0.900
H 2.354 6.318 -0.643
H 0.157 5.463 -1.322
H 0.358 2.597 -2.060
H -0.838 3.746 -2.734
H -2.993 3.841 -1.672
H -4.439 3.393 0.304
H -3.374 2.471 2.362
H -0.954 1.893 2.297
C 4.889 -2.064 0.009
C 4.844 -1.338 1.361
N 3.578 -0.677 1.610
C 2.721 -1.222 2.644
C 3.249 -0.862 4.034
C 3.259 0.494 1.024
C 4.312 1.188 0.208
N 2.081 1.039 1.195
H 4.603 -3.107 0.109
H 5.889 -2.027 -0.414
H 4.203 -1.599 -0.690
H 5.659 -0.612 1.427
H 5.004 -2.063 2.157
H 2.655 -2.306 2.531
H 1.727 -0.791 2.517
H 4.248 -1.264 4.194
H 2.591 -1.267 4.796
H 3.295 0.218 4.152
H 5.076 1.615 0.859
H 3.846 1.988 -0.356
H 4.793 0.521 -0.496
H 2.091 2.000 0.853
O -1.766 0.250 -0.534
C -2.743 -0.701 -0.631
C -2.280 -2.131 -0.834
C -2.501 -3.237 -0.074
C -1.995 -4.422 -0.660
C -1.422 -4.204 -1.870
S -1.487 -2.543 -2.323
C -3.620 -0.610 0.606
C -3.243 -0.776 1.904
C -4.304 -0.577 2.816
C -5.468 -0.254 2.200
S -5.287 -0.166 0.493
C -3.575 -0.368 -1.854
C -4.677 -0.973 -2.375
C -5.167 -0.299 -3.517
C -4.411 0.779 -3.846
S -3.087 1.004 -2.768
H -3.001 -3.225 0.879
H -2.058 -5.388 -0.191
H -0.966 -4.912 -2.535
H -2.244 -1.054 2.186
H -4.204 -0.694 3.879
H -6.431 -0.061 2.629
H -5.121 -1.860 -1.959
H -6.054 -0.602 -4.047
H -4.540 1.472 -4.654
F 2.251 -0.639 -2.693
C 1.833 -1.603 -1.844
C 1.112 -1.244 -0.712
C 0.760 -2.300 0.118
F 0.058 -2.020 1.241
C 1.082 -3.626 -0.128
F 0.718 -4.599 0.723
C 1.794 -3.938 -1.279
F 2.118 -5.210 -1.561
C 2.165 -2.920 -2.146
F 2.854 -3.224 -3.259
*
```

Computed properties:
Largest force on an atom, Eh/bohr: 0.0425
Gap between HOMO and LUMO, Eh: 0.2782

---

Record 3
Formula: CH2N2O3
Source: the OMol25 dataset
Level of theory: the ωB97M-V functional and the def2-TZVPD basis

The geometry in ORCA input format:
```
! RIJCOSX wB97M-V def2-TZVPD def2/J DEFGRID3
* xyz 0 1
C 0.119 -0.022 0.855
N -0.645 -1.217 0.465
N -0.129 0.577 -0.396
O 0.634 0.374 1.836
O -0.876 -0.542 -0.773
O 1.259 0.630 -1.332
H -1.476 -1.389 1.008
H 1.114 1.590 -1.664
*
```

Computed properties:
Largest force on an atom, Eh/bohr: 0.0817
SMILES: O=c1[nH]on1O
Energy above the lowest of the compared OMol25 structures with the same formula, charge and spin, kcal per mole: 90.6
Gap between HOMO and LUMO, Eh: 0.3567

---

Which formula does entry 1 have? C4H6N3